# 1
21
Properties=species:S:1:pos:R:3 method="wB97M-V/def2-TZVPD" energy_ha=-274.94341 gap_ev=8.406
C -0.562 -0.511 -1.947
C -0.766 -0.539 -0.432
C 0.124 -1.430 0.360
C 1.470 -1.529 0.117
C -0.446 0.789 0.281
C 0.854 1.448 0.021
C -1.011 0.978 1.683
H -1.207 0.247 -2.412
H -0.815 -1.488 -2.376
H 0.475 -0.288 -2.228
H -1.818 -0.775 -0.227
H -0.226 -1.708 1.351
H 1.813 -1.672 -0.911
H 2.035 -2.158 0.808
H 1.791 0.081 0.416
H 1.203 2.203 0.696
H -0.655 1.752 -0.343
H 1.229 1.488 -0.998
H -1.937 0.408 1.818
H -0.309 0.669 2.463
H -1.243 2.033 1.859



# 2
76
Properties=species:S:1:pos:R:3 method="wB97M-V/def2-TZVPD" charge=-1 energy_ha=-5395.42199 gap_ev=7.258
Pd -0.063 -0.883 0.471
C -1.159 0.368 3.842
Si -0.138 -0.862 2.848
C -0.714 -2.521 3.540
C 1.663 -0.687 3.417
C 2.015 -0.662 4.769
C 3.341 -0.616 5.165
C 4.348 -0.607 4.207
C 4.016 -0.637 2.862
C 2.679 -0.669 2.453
Si 2.232 -0.749 0.623
C 3.182 0.595 -0.267
C 2.788 -2.406 -0.055
H -1.192 -0.008 4.869
H -2.184 0.434 3.474
H -0.743 1.370 3.858
H -0.324 -2.618 4.557
H -0.369 -3.374 2.959
H -1.805 -2.557 3.589
H 1.238 -0.680 5.528
H 3.595 -0.592 6.219
H 5.388 -0.579 4.510
H 4.811 -0.633 2.123
H 4.242 0.447 -0.037
H 2.894 1.594 0.049
H 3.048 0.507 -1.346
H 3.785 -2.643 0.329
H 2.811 -2.377 -1.144
H 2.099 -3.194 0.249
C -0.972 0.220 -8.679
C -0.288 -0.968 -9.306
O -0.795 -1.671 -10.135
S 1.430 -1.276 -8.762
C 1.168 -1.219 -7.003
C 0.421 -2.215 -6.379
C 0.192 -2.164 -5.017
C 0.717 -1.126 -4.233
C 1.482 -0.142 -4.873
C 1.700 -0.184 -6.238
C 0.483 -1.072 -2.827
C 0.286 -1.021 -1.624
H -1.924 0.389 -9.178
H -0.331 1.097 -8.750
H -1.144 0.029 -7.619
H 0.017 -3.028 -6.971
H -0.394 -2.934 -4.533
H 1.890 0.665 -4.278
H 2.278 0.592 -6.722
Cl -2.330 -5.371 1.626
C -2.481 -4.204 0.275
C -1.703 -2.925 0.551
O -2.329 -1.868 0.751
O -0.442 -3.006 0.532
H -3.534 -3.975 0.157
H -2.082 -4.692 -0.610
C -3.875 4.816 3.809
C -2.933 3.978 2.986
C -3.407 3.069 2.054
C -2.552 2.290 1.277
C -3.151 1.372 0.249
C -1.171 2.421 1.460
Se 0.067 1.529 0.289
C -0.669 3.338 2.396
C 0.808 3.495 2.639
C -1.558 4.103 3.138
H -4.903 4.470 3.702
H -3.840 5.864 3.499
H -3.612 4.779 4.867
H -4.479 2.954 1.923
H -4.194 1.164 0.490
H -2.625 0.424 0.181
H -3.111 1.839 -0.738
H 1.291 2.521 2.743
H 0.986 4.080 3.542
H 1.295 3.997 1.800
H -1.166 4.800 3.872



# 3
78
Properties=species:S:1:pos:R:3 method="wB97M-V/def2-TZVPD" charge=+1 energy_ha=-3175.21273 gap_ev="6.670 / 6.672" spin_multiplicity=2
Ru -0.226 -0.127 0.175
S 3.096 -1.439 -2.912
C 1.744 -2.346 -3.526
C 1.710 -3.206 -4.613
C 0.499 -3.783 -4.946
C -0.653 -3.508 -4.212
C -0.625 -2.635 -3.147
C 0.582 -2.031 -2.784
N 0.786 -1.105 -1.800
C 2.035 -0.696 -1.748
C 2.412 0.425 -0.929
C 3.707 0.953 -0.906
C 3.941 2.177 -0.316
C 2.893 2.897 0.248
C 1.617 2.354 0.282
C 1.375 1.094 -0.243
H 2.598 -3.396 -5.196
H 0.444 -4.446 -5.793
H -1.586 -3.979 -4.486
H -1.528 -2.396 -2.613
H 4.510 0.403 -1.373
H 4.929 2.610 -0.332
H 3.061 3.878 0.667
H 0.825 2.921 0.753
S -2.132 -7.467 0.976
N -0.817 -6.658 1.463
C -0.944 -5.384 1.126
C -0.011 -4.334 1.399
C 1.145 -4.498 2.138
C 1.962 -3.397 2.380
C 1.604 -2.165 1.858
N 0.502 -1.979 1.153
C -0.341 -3.031 0.912
C -1.541 -2.781 0.226
N -1.780 -1.503 -0.211
C -2.903 -1.243 -0.872
C -3.874 -2.194 -1.129
C -3.668 -3.504 -0.694
C -2.504 -3.810 -0.014
C -2.176 -5.123 0.451
N -2.919 -6.213 0.318
H 1.386 -5.474 2.527
H 2.862 -3.492 2.963
H 2.213 -1.287 2.029
H -3.030 -0.228 -1.232
H -4.763 -1.920 -1.669
H -4.380 -4.287 -0.894
C -3.019 0.528 5.024
C -3.527 1.610 4.079
N -3.267 1.314 2.677
C -4.330 0.721 1.892
C -5.351 1.743 1.404
C -2.048 1.543 2.208
S -1.807 1.566 0.443
N -1.102 1.973 2.981
C 0.201 1.677 2.948
O 0.627 0.630 2.421
C 1.081 2.620 3.675
C 2.470 2.547 3.546
C 3.275 3.454 4.211
C 2.712 4.422 5.030
C 1.333 4.501 5.158
C 0.519 3.614 4.479
H -3.219 0.829 6.049
H -1.948 0.394 4.908
H -3.511 -0.423 4.836
H -3.032 2.555 4.312
H -4.603 1.741 4.193
H -4.826 -0.026 2.519
H -3.884 0.207 1.035
H -5.874 2.205 2.239
H -6.086 1.240 0.779
H -4.872 2.527 0.820
H 2.908 1.792 2.910
H 4.348 3.409 4.097
H 3.346 5.117 5.562
H 0.894 5.258 5.790
H -0.556 3.676 4.563



# 4
22
Properties=species:S:1:pos:R:3 method="wB97M-V/def2-TZVPD" charge=+1 energy_ha=-308.76155 gap_ev=11.698 smiles=CC[N@@H+](C)CCN
C -0.944 -0.877 -2.414
C -1.250 -0.788 -0.899
N -0.253 0.034 -0.194
C -0.297 1.495 -0.419
C -0.211 -0.158 1.364
C 1.118 0.259 1.932
N 2.235 -0.372 1.244
H 0.054 -1.211 -2.662
H -1.177 0.113 -2.825
H -1.662 -1.552 -2.889
H -1.403 -1.740 -0.422
H -2.165 -0.208 -0.798
H 0.726 -0.230 -0.366
H 0.581 2.020 -0.061
H -0.424 1.656 -1.506
H -1.272 1.923 -0.144
H -0.446 -1.215 1.545
H -1.128 0.402 1.639
H 1.262 1.342 1.879
H 1.018 0.016 2.990
H 2.631 -1.195 1.685
H 3.006 0.285 1.321